No. 1
Formula: C4H8N2O2
Source: the OMol25 dataset
Level of theory: ωB97M-V/def2-TZVPD

Each line ends with the natural charge from an NBO analysis.
Cartesian coordinates (Å):
C -0.40738 -1.84489 0.33093  -0.411
N -0.05462 -0.52222 -0.16107  -0.663
C -0.87826 0.52952 0.37352  0.073
C -0.99717 1.81642 -0.34184  -0.272
N -0.28000 1.72438 0.91836  -0.600
H 0.30756 -2.59079 -0.00763  0.212
H -0.40061 -1.85084 1.42455  0.199
H -1.40057 -2.19207 0.00975  0.173
H -0.00387 -0.52234 -1.19388  0.375
H -1.73854 0.19727 0.95544  0.182
H -1.91989 2.37838 -0.28928  0.198
H -0.44365 1.93156 -1.26669  0.186
H 0.72661 1.76490 0.80628  0.372
O 2.43301 -1.28908 -1.05735  -0.540
C 2.42933 -0.27939 -0.48736  1.051
O 2.62805 0.74919 -0.01373  -0.535

Results
Electronic energy ... -417.186339 Eh
Structure (SMILES) ... CN[C@@H]1CN1.O=C=O
Frontier orbital gap ... 9.6 eV

***

No. 2
Formula: C4H8N2O2
Source: the OMol25 dataset
Level of theory: ωB97M-V/def2-TZVPD

Each line ends with the natural charge from an NBO analysis.
Cartesian coordinates (Å):
C 1.78468 -0.94829 -0.64241  -0.395
N -0.90448 1.18964 0.54395  -0.256
N 0.53482 -0.93797 0.11426  -0.661
C -1.65807 0.24768 1.61682  0.305
C -0.54419 -0.27995 -0.35715  0.377
C -1.14331 -0.34393 -1.54032  -0.488
O 0.11769 1.98934 1.09403  -0.549
O -1.04159 0.22292 2.64713  -0.672
H 0.15162 1.64690 2.01758  0.488
H -1.53229 1.76247 -0.01563  0.397
H 0.66632 -0.93428 1.11839  0.408
H 2.26556 0.03720 -0.65579  0.191
H 2.46805 -1.66153 -0.17819  0.211
H 1.58432 -1.26515 -1.66389  0.200
H -0.80474 -1.05016 -2.28200  0.226
H -1.94439 0.32510 -1.81675  0.220

Results
Electronic energy ... -417.019376 Eh
Frontier orbital gap ... 8.7 eV

***

No. 3
Formula: C4H8N2O2
Source: the OMol25 dataset
Level of theory: ωB97M-V/def2-TZVPD

Each line ends with the natural charge from an NBO analysis.
Cartesian coordinates (Å):
C 2.14348 0.10330 -0.45158  -0.272
O 0.87182 -0.38462 -0.61688  -0.524
C 0.23251 -0.50678 0.48730  0.348
C -1.16305 -1.26118 0.34219  -0.282
N -2.10959 -0.49117 -0.51864  -0.446
C -1.85069 0.68098 -0.51410  0.230
N -0.81051 1.38736 -0.03923  -0.347
O -0.02301 0.79674 0.93125  -0.405
H 2.68509 0.27082 -1.46101  0.213
H 2.75202 -0.61590 0.28015  0.173
H 2.30913 1.25725 0.12694  0.175
H 0.83238 -0.99317 1.29960  0.157
H -1.68172 -1.59013 1.17635  0.213
H -0.89413 -2.15556 -0.47295  0.201
H -2.53248 1.27255 -0.97891  0.169
H -0.76126 2.22951 0.40951  0.398

Results
Electronic energy ... -417.019900 Eh
Structure (SMILES) ... CO[C@@H]1CN=CNO1
Frontier orbital gap ... 9.6 eV

***

No. 4
Formula: C4H8N2O2
Source: the OMol25 dataset
Level of theory: ωB97M-V/def2-TZVPD

Each line ends with the natural charge from an NBO analysis.
Cartesian coordinates (Å):
C -0.29597 -0.38182 0.63315  0.216
C -0.14155 0.86205 1.46382  0.131
C -0.15501 -0.33821 -0.86392  0.294
N -1.38053 -1.12664 1.05041  -0.795
N 0.19322 1.96102 0.81736  -0.777
C 0.95458 0.00661 -1.51756  -0.559
O 1.11617 -0.66773 1.38959  -0.755
O -1.32295 -0.65788 -1.50078  -0.668
H 1.74850 -1.03685 0.76288  0.465
H -1.18087 -0.65814 -2.45961  0.482
H -1.54931 -1.05924 2.04567  0.405
H -1.49480 -2.03456 0.61844  0.382
H 0.27510 2.82103 1.33948  0.392
H 0.38879 2.02650 -0.18718  0.362
H 0.99393 0.00074 -2.59966  0.204
H 1.85072 0.28311 -0.99208  0.220

Results
Electronic energy ... -417.090054 Eh
Frontier orbital gap ... 8.6 eV